Density functional theory data (ωB97M-V with the def2-TZVPD basis set) for a molecular structure, C36H30GeN3O3S5Ti.

```
79
Properties=species:S:1:pos:R:3:mulliken_spin:R:1
Ti 1.84785 -0.72835 -0.82696 0.162
S 2.64168 -4.77812 -2.32638 0.001
C 2.89653 -3.24718 -1.74086 0.003
S 2.62176 -1.82142 -2.76176 -0.007
S 3.33924 -2.88061 -0.10586 -0.007
N 3.23644 0.24027 0.53505 -0.007
C 4.33702 1.08572 0.09575 0.002
C 4.52862 2.30985 0.71972 0.000
C 5.58077 3.12361 0.33965 0.000
C 6.45547 2.71640 -0.66586 0.000
C 6.24161 1.49420 -1.28971 0.000
C 5.17915 0.67503 -0.91750 0.000
S 7.89371 3.71631 -1.04655 0.000
O 8.77872 3.50339 0.08716 0.000
O 8.38505 3.17396 -2.30322 0.000
O 7.36780 5.07014 -1.13400 0.000
H 2.77371 0.67505 1.32695 -0.001
H 3.59982 -0.67180 0.81661 -0.001
H 3.84852 2.62626 1.50541 0.000
H 5.73773 4.08359 0.81486 0.000
H 6.91655 1.19378 -2.07989 0.000
H 5.01140 -0.27627 -1.40961 0.000
C 1.05908 0.82546 -1.58644 -0.064
Ge -0.83217 0.94519 -1.28077 -0.006
C -1.78168 -0.61175 -2.01556 0.000
C -1.15113 -1.30975 -3.04837 0.004
C -1.74139 -2.41819 -3.64482 0.004
C -2.99043 -2.85108 -3.22440 -0.004
C -3.64541 -2.16154 -2.21198 0.005
C -3.04916 -1.05333 -1.62103 -0.006
C -1.15785 1.19423 0.64775 -0.001
C -0.23462 2.00756 1.31564 0.004
C -0.33383 2.25144 2.68078 0.000
C -1.36579 1.67871 3.41635 0.001
C -2.29821 0.87706 2.77325 0.001
C -2.19458 0.64632 1.40439 -0.008
C -1.80060 2.46248 -2.06450 0.004
C -3.16238 2.62976 -1.80144 0.001
C -3.87883 3.67742 -2.36545 0.001
C -3.24114 4.58655 -3.20341 0.000
C -1.88705 4.44229 -3.46816 0.000
C -1.17738 3.38680 -2.90227 0.000
H 1.51278 1.60378 -2.20366 0.005
H -0.15920 -1.00871 -3.36507 0.002
H -1.20848 -2.95212 -4.42250 0.000
H -3.44958 -3.71943 -3.68140 0.000
H -4.62136 -2.49192 -1.87430 0.001
H -3.59382 -0.54128 -0.83910 -0.002
H 0.58961 2.43931 0.75591 0.000
H 0.39865 2.88209 3.17161 0.000
H -1.43865 1.85213 4.48334 0.000
H -3.09927 0.41298 3.33845 0.000
H -2.91808 -0.01457 0.94710 0.003
H -3.67603 1.94039 -1.13874 0.000
H -4.93566 3.78701 -2.15064 0.000
H -3.79821 5.40472 -3.64428 0.000
H -1.38031 5.14979 -4.11393 0.000
H -0.11881 3.28340 -3.11754 0.000
S -1.23271 -4.63962 3.21455 0.012
C -0.46607 -3.56680 2.07000 0.350
C -0.47802 -3.83001 0.67510 -0.016
C -0.05138 -2.89420 -0.20592 0.180
N 0.43156 -1.64372 0.18387 0.155
C 0.47290 -1.41312 1.56061 0.149
C 0.05656 -2.31251 2.48177 -0.032
C -2.73875 -3.73625 3.53479 0.028
C -3.45095 -3.11948 2.51039 -0.014
C -4.59635 -2.40854 2.82394 0.002
N -5.08059 -2.26921 4.06300 0.004
C -4.38917 -2.86303 5.03317 0.001
C -3.22586 -3.59518 4.82410 0.011
H -0.83894 -4.77622 0.29377 -0.001
H -0.05970 -3.08856 -1.27009 0.026
H 0.82609 -0.43848 1.87638 0.036
H 0.09177 -2.04603 3.53096 0.010
H -3.09807 -3.17580 1.48723 0.014
H -5.15984 -1.92110 2.03428 0.000
H -4.77197 -2.73886 6.04112 0.000
H -2.69867 -4.04031 5.65918 -0.001
```

- energy (Ha) = -6697.2668
- <S²> = 0.77
- highest occupied orbital energy (spin up / spin down) (eV) = -1.736 / -3.131
- maximum force (eV/Å) = 0.88
- 2S+1 = 2
- frontier orbital gap (spin up / spin down) (eV) = 5.35 / 6.70
- net charge = -2
- lowest unoccupied orbital energy (spin up / spin down) (eV) = 3.611 / 3.568

Density functional theory data (ωB97M-V with the def2-TZVPD basis set) for a molecular structure, C36H30GeN3O3S5Ti in a non-equilibrium geometry.

```
79
Properties=species:S:1:pos:R:3:mulliken_spin:R:1
Ti -0.83339 -1.01324 2.54050 0.270
S -3.02769 -3.74669 5.62107 -0.001
C -2.21881 -2.76090 4.56647 -0.001
S -0.84599 -1.80674 5.01622 0.000
S -2.69216 -2.55701 2.90701 -0.004
N 1.30585 -0.75332 3.13939 0.002
C 2.15534 -1.36854 2.16180 0.020
C 3.15454 -0.64263 1.53019 0.002
C 3.88757 -1.21036 0.50101 0.004
C 3.62556 -2.50723 0.10183 -0.003
C 2.64102 -3.24784 0.74343 0.008
C 1.91239 -2.68515 1.78025 -0.017
S 4.58488 -3.22272 -1.23604 0.000
O 5.74105 -3.81718 -0.57651 0.000
O 3.68483 -4.19009 -1.84501 0.000
O 4.92078 -2.07990 -2.07901 0.000
H 1.63501 0.16427 3.40399 0.002
H 1.20092 -1.33314 3.96840 0.001
H 3.33523 0.38746 1.82542 0.000
H 4.65732 -0.65345 -0.01765 0.000
H 2.45620 -4.25654 0.39739 0.001
H 1.13738 -3.25590 2.28541 -0.005
C -1.56127 0.71278 2.91537 -0.068
Ge -1.63563 1.97208 1.49238 -0.006
C -2.52386 1.19061 -0.11381 -0.014
C -2.35818 1.57627 -1.44195 0.017
C -3.09674 0.98988 -2.46437 -0.001
C -4.05072 0.02846 -2.17088 0.005
C -4.25536 -0.34629 -0.84991 -0.005
C -3.49459 0.22388 0.16148 0.014
C 0.21963 2.64429 1.14428 -0.007
C 0.79034 2.94555 -0.09174 0.019
C 2.10841 3.37448 -0.19432 0.001
C 2.88088 3.53101 0.94833 0.000
C 2.33006 3.24568 2.19056 0.000
C 1.01806 2.79577 2.28051 0.001
C -2.69817 3.65506 1.61641 0.003
C -3.52269 3.94546 2.70043 0.000
C -4.34069 5.06966 2.69812 0.000
C -4.34817 5.92125 1.60266 0.000
C -3.52622 5.64872 0.51573 0.001
C -2.70870 4.52753 0.52823 0.000
H -2.05460 0.94955 3.85636 0.005
H -1.64037 2.34472 -1.70811 -0.004
H -2.91494 1.28251 -3.49230 0.000
H -4.62705 -0.43362 -2.96402 0.000
H -4.99575 -1.10020 -0.60613 0.001
H -3.64361 -0.09300 1.18796 0.000
H 0.21382 2.80473 -0.99898 -0.007
H 2.53230 3.58224 -1.16970 0.000
H 3.90879 3.86429 0.86901 0.000
H 2.92176 3.37186 3.09059 0.000
H 0.59610 2.53685 3.24789 0.001
H -3.53061 3.27677 3.55525 0.001
H -4.98041 5.27893 3.54838 0.000
H -4.99291 6.79242 1.59252 0.000
H -3.52919 6.30786 -0.34529 0.000
H -2.06787 4.32168 -0.32338 0.000
S -0.06318 -1.80707 -3.89285 -0.003
C -0.07864 -1.68367 -2.12761 0.271
C 0.62856 -0.68439 -1.42281 0.021
C 0.34986 -0.46329 -0.10557 0.207
N -0.55056 -1.20652 0.62898 0.050
C -1.17863 -2.22299 -0.06141 0.259
C -0.98816 -2.45936 -1.39106 -0.093
C 1.35395 -2.80715 -4.35319 0.028
C 1.20319 -4.17290 -4.55268 0.003
C 2.28124 -4.88165 -5.05293 0.001
N 3.45247 -4.32754 -5.36356 -0.001
C 3.59960 -3.03330 -5.10117 0.001
C 2.58070 -2.22513 -4.61157 0.005
H 1.37273 -0.07832 -1.92260 0.017
H 0.83983 0.33280 0.42978 -0.024
H -1.87857 -2.82413 0.49857 0.020
H -1.56170 -3.23720 -1.87688 0.002
H 0.26883 -4.66187 -4.31452 0.001
H 2.20601 -5.95089 -5.22555 0.000
H 4.58041 -2.61545 -5.30013 0.000
H 2.74234 -1.17291 -4.42432 0.001
```

- energy (Ha) = -6697.2639
- <S²> = 0.78
- highest occupied orbital energy (spin up / spin down) (eV) = -1.093 / -2.967
- maximum force (eV/Å) = 2.91
- 2S+1 = 2
- frontier orbital gap (spin up / spin down) (eV) = 5.04 / 6.91
- net charge = -2
- lowest unoccupied orbital energy (spin up / spin down) (eV) = 3.947 / 3.942

Density functional theory data (ωB97M-V with the def2-TZVPD basis set) for a molecular structure, C36H30N4S6SbV.

```
78
Properties=species:S:1:pos:R:3:mulliken_spin:R:1
V 2.70374 -2.65579 0.75147 1.190
S 4.88418 -1.74498 1.43759 -0.053
Sb 4.77589 -3.99509 2.06805 0.029
S 3.73257 -4.37865 -0.13496 -0.075
S 2.47028 -3.46286 2.78483 -0.067
N 0.85305 -2.90531 0.10581 -0.025
S -0.46854 -2.31511 -0.01759 0.018
N -0.80704 -0.85855 0.68324 0.003
S -0.64471 0.54102 0.05174 -0.005
N 0.66971 0.98494 -0.63402 0.001
S 2.14975 0.55188 -0.03196 0.001
N 2.54139 -0.84323 -0.00367 -0.026
C 2.23522 1.38123 1.54370 0.003
C 2.51051 0.61071 2.66000 0.004
C 2.58045 1.23467 3.89921 -0.001
C 2.37911 2.60112 4.00233 0.001
C 2.10842 3.36269 2.86901 0.000
C 2.03778 2.75558 1.62863 -0.001
C 3.15300 1.51187 -1.13010 -0.003
C 2.69097 2.62859 -1.81344 0.000
C 3.57494 3.32064 -2.62643 0.000
C 4.89188 2.89531 -2.74467 0.000
C 5.33518 1.77397 -2.05749 0.000
C 4.46435 1.06863 -1.24184 0.001
C -1.09660 1.61762 1.38529 -0.001
C -1.37199 2.94015 1.05598 0.001
C -1.69352 3.82225 2.07087 0.000
C -1.72265 3.38048 3.38927 0.000
C -1.43340 2.06029 3.69825 0.000
C -1.11978 1.15789 2.69083 0.001
C -1.86327 0.89231 -1.18551 -0.001
C -1.49157 1.21595 -2.47865 0.001
C -2.49258 1.45780 -3.40931 0.000
C -3.82601 1.37421 -3.03920 0.000
C -4.17935 1.04643 -1.73431 0.000
C -3.19447 0.80215 -0.79488 0.001
C -1.73023 -3.28948 0.76232 -0.001
C -1.43114 -4.63775 0.89436 0.002
C -2.37048 -5.47301 1.47991 0.000
C -3.58011 -4.95785 1.92268 0.000
C -3.85962 -3.60274 1.79413 0.000
C -2.92986 -2.75575 1.21341 0.001
C -0.97289 -2.15636 -1.72139 0.004
C 0.06495 -1.97034 -2.62407 0.005
C -0.23794 -1.85345 -3.97231 -0.001
C -1.55672 -1.93782 -4.39759 0.001
C -2.58246 -2.13363 -3.48124 -0.001
C -2.29654 -2.24406 -2.12954 -0.001
H 2.69757 -0.45067 2.56772 -0.009
H 2.80803 0.64635 4.77802 0.000
H 2.44386 3.08380 4.96889 0.000
H 1.96359 4.43146 2.95462 0.000
H 1.84207 3.34130 0.73959 0.000
H 1.66037 2.94137 -1.72115 0.000
H 3.23373 4.19034 -3.17158 0.000
H 5.57577 3.43992 -3.38201 0.000
H 6.35918 1.44154 -2.15857 0.000
H 4.78569 0.17976 -0.71139 0.000
H -1.34406 3.27046 0.02470 0.000
H -1.92286 4.85269 1.83595 0.000
H -1.97472 4.07398 4.18062 0.000
H -1.45364 1.72434 4.72610 0.000
H -0.89755 0.12236 2.90696 0.000
H -0.44539 1.26753 -2.74451 0.000
H -2.22496 1.70999 -4.42652 0.000
H -4.59966 1.56870 -3.77014 0.000
H -5.22112 0.98948 -1.44959 0.000
H -3.45379 0.56288 0.22946 0.000
H -0.46977 -5.00778 0.56241 0.001
H -2.15167 -6.52541 1.59737 0.000
H -4.30757 -5.61377 2.38204 0.000
H -4.79788 -3.20507 2.15690 0.000
H -3.12131 -1.69521 1.12872 0.000
H 1.08677 -1.94303 -2.26454 0.004
H 0.55908 -1.71803 -4.69123 0.000
H -1.78733 -1.86555 -5.45255 0.000
H -3.60664 -2.21485 -3.82034 0.000
H -3.08962 -2.41745 -1.41470 0.000
```

- energy (Ha) = -5181.9132
- <S²> = 0.78
- highest occupied orbital energy (spin up / spin down) (eV) = -9.697 / -9.761
- maximum force (eV/Å) = 0.47
- 2S+1 = 2
- frontier orbital gap (spin up / spin down) (eV) = 6.89 / 7.17
- net charge = +1
- lowest unoccupied orbital energy (spin up / spin down) (eV) = -2.806 / -2.589